This record from the OMol25 dataset describes a structure of composition C14H37CdClN3O4 at a distorted geometry. The level of theory is ωB97M-V/def2-TZVPD.

The expectation value of S² is 0.755. The HOMO energy (spin up / spin down) comes out at -13.43 / -13.43 eV. Its multiplicity is 2. The net charge is +2. The calculation puts the total energy at -44842.893 eV.

Structure (XYZ):
```
60
C14H37CdClN3O4 (ωB97M-V/def2-TZVPD)
Cd -2.38075 3.01878 -1.98117
Cl -0.47138 1.21589 -1.96161
C 0.33919 -2.43160 3.90219
O 1.14364 -2.85875 2.76782
C 1.21372 -4.23744 2.56413
C 1.76572 -4.71125 1.19971
N 1.03499 -4.06759 0.06672
C 1.69707 -4.41288 -1.20588
C 1.17152 -3.73636 -2.47170
O 1.29156 -2.33162 -2.28545
C 0.82568 -1.80350 -3.56208
H -0.66162 -2.84254 3.76954
H 0.33158 -1.34251 3.94615
H 0.83960 -2.75015 4.81664
H 0.18923 -4.58019 2.70919
H 1.70217 -4.80930 3.35311
H 1.79578 -5.79517 1.08864
H 2.83616 -4.55857 1.06211
H 0.27289 -4.73030 0.07711
H 1.54963 -5.47415 -1.40607
H 2.77417 -4.24731 -1.18283
H 0.13825 -4.08113 -2.51144
H 1.71986 -4.05322 -3.35884
H 0.94072 -0.72601 -3.67993
H -0.23986 -1.97225 -3.71774
H 1.28369 -2.19689 -4.46959
C -4.26380 0.64464 1.01045
C -3.52448 1.01017 -0.21997
C -4.49894 0.85762 -1.43276
O -3.60649 1.21181 -2.56555
C -3.49786 0.16130 -3.47018
N -3.09167 2.40289 -0.08887
H -4.57865 -0.39733 0.95315
H -5.29501 0.99195 1.07425
H -3.96144 0.99103 1.99872
H -2.65200 0.36405 -0.31703
H -5.42306 1.43512 -1.40831
H -4.84199 -0.17608 -1.47622
H -4.48642 -0.15098 -3.80680
H -2.96699 -0.72118 -3.11311
H -2.98138 0.53243 -4.35541
H -2.47946 2.18066 0.68307
H -3.91937 2.77718 0.35263
C 4.23577 2.74934 0.85113
C 2.73159 2.82291 1.23320
C 2.03122 4.17353 1.05439
O 2.71842 5.16113 1.78297
C 1.95748 6.33005 1.60751
N 1.91189 1.81212 0.62098
H 4.31226 2.93554 -0.22012
H 4.65574 1.75008 0.96608
H 4.76406 3.52948 1.39920
H 2.51445 2.50881 2.25413
H 1.03725 3.89421 1.40386
H 2.00314 4.42365 -0.00615
H 2.57645 7.16681 1.93121
H 1.10204 6.31189 2.28279
H 1.74771 6.60520 0.57387
H 1.58923 2.22908 -0.24049
H 1.07709 1.99688 1.15864
```

Which charges does Löwdin predict for the atoms? In e, they are: 1.35 -0.20 -0.04 -0.17 -0.22 -0.10 0.23 -0.12 -0.22 -0.13 -0.10 0.09 0.09 0.10 0.12 0.14 0.16 0.14 0.16 0.16 0.14 0.13 0.14 0.06 0.08 0.10 -0.07 -0.47 -0.11 -0.39 -0.13 -0.05 0.10 0.10 0.10 0.11 0.14 0.14 0.11 0.09 0.10 0.10 0.10 -0.03 -0.45 -0.25 -0.14 -0.12 0.02 0.07 0.07 0.08 0.14 0.11 0.13 0.09 0.09 0.09 0.00 0.04